{
  "formula": "C4H6N2O",
  "method": "the ωB97M-V functional and the def2-TZVPD basis",
  "gap_ev": 10.476,
  "relative_energy_ev": 1.913,
  "lumo_ev": 0.2746,
  "smiles": "[H]/N=C1/O[C@H](C)/C1=N\\[H]",
  "multiplicity": 1,
  "symbols": ["C", "C", "O", "C", "N", "C", "N", "H", "H", "H", "H", "H", "H"],
  "xyz": [[-1.61088, 0.71909, -0.46274], [-0.61677, -0.39912, -0.26481], [0.20911, -0.64042, -1.43457], [1.38722, -0.43918, -0.75596], [2.53487, -0.58179, -1.23826], [0.65698, -0.11025, 0.52374], [1.03964, 0.24267, 1.66973], [-2.27683, 0.48331, -1.29751], [-2.21148, 0.83042, 0.44517], [-1.10762, 1.66621, -0.67730], [-1.10130, -1.33240, 0.04288], [0.24900, 0.37690, 2.30546], [3.23949, -0.38373, -0.53130]],
  "forces_ev_per_a": [[-0.01, 0.02, 0.02], [-0.28, 0.04, 0.24], [0.08, -0.03, -0.09], [0.56, -0.09, -0.22], [-0.37, 0.11, 0.27], [0.13, 0.08, 0.39], [-0.23, -0.15, -0.52], [0.06, 0.01, 0.14], [0.02, 0.05, -0.12], [-0.03, -0.14, 0.03], [0.02, 0.09, -0.05], [0.08, -0.01, -0.08], [-0.03, 0.02, 0.00]]
}